C4H5NO2 | ωB97M-V/def2-TZVPD

XYZ file:
```
12
Properties=species:S:1:pos:R:3:forces:R:3:lowdin_charge:R:1
C -1.234 -0.209 0.811 -2.4 -3.8 -2.4 -0.03
C -1.406 0.294 -0.629 2.5 -5.5 -2.0 -0.05
C -0.020 0.011 -0.112 2.0 1.2 2.3 -0.33
C 2.236 -0.406 -0.007 -4.6 1.0 0.6 -0.25
H -1.967 -1.203 0.843 3.0 1.8 0.2 0.17
H -1.643 0.390 1.556 0.2 1.5 1.2 0.07
H -1.489 1.273 -0.707 -0.6 4.5 -0.9 0.05
H -1.593 -0.348 -1.567 -0.7 0.9 1.9 0.15
H 3.100 -0.807 -0.240 4.1 -2.6 -0.4 0.10
N 2.132 0.777 0.290 0.4 5.4 0.0 0.11
O 1.089 -1.005 -0.195 -3.9 -1.9 -2.0 0.06
O 0.794 1.231 -0.043 -0.1 -2.6 1.4 -0.03
```
Forces are in eV/Å.

Its orbital gap is 10.18 eV. The SMILES is C1=NOC2(CC2)O1. The energy relative to the best compared isomer or geometry (same formula, charge and spin) comes out at 5.901 eV. The HOMO energy is -9.20 eV.